# 1
The following is a DFT calculation (ωB97M-V/def2-TZVPD) of a structure of composition C2HBrCl2O at a distorted geometry.

Cartesian coordinates (Å):
Br 2.1264 -1.1050 -0.6044
Cl 0.5318 -1.9560 1.6136
Cl 0.3828 1.4328 -1.3404
O -0.9627 1.5697 0.9735
C -0.9266 1.1275 -0.1221
C 0.5140 -1.4830 0.0635
H -1.6657 0.4140 -0.5838

Forces on atoms 1 to 2 (eV/Å):
Br 2.06 -0.17 -0.48
Cl 0.14 -0.68 1.98

## Properties
ΔE to the lowest compared entry with this formula, charge and spin, kcal per mole: 66.30
Total energy, eV: -99221.4253
Max |F|, eV Å⁻¹: 2.26
Kohn-Sham gap, eV: 8.1

Here are the Mulliken charges for atoms 1 to 5, given in e: Br 0.0521; Cl 0.0080; Cl -0.1659; O -0.3389; C 0.1022

=====

# 2
The following is a DFT calculation (ωB97M-V/def2-TZVPD) of a structure of composition C2HBrClIO at a distorted geometry.

Cartesian coordinates (Å):
I 2.3263 1.1959 -0.6474
Br 1.1211 -0.6556 1.9301
Cl 0.2268 2.8795 2.4840
O -1.5953 2.5569 0.6322
C 0.7360 0.2708 0.3542
C -0.6012 2.2674 1.1847
H 0.0253 -0.2151 -0.2922

Forces on atoms 1 to 2 (eV/Å):
I -0.61 -0.19 0.33
Br -0.17 0.12 -0.17

## Properties
Spin multiplicity: 3
ΔE to the lowest compared entry with this formula, charge and spin, kcal per mole: 0.00
Total energy, eV: -94798.9909
Max |F|, eV Å⁻¹: 2.60
Kohn-Sham gap (spin up / spin down), eV: 7.6 / 8.1

Here are the Mulliken charges for atoms 1 to 5, given in e: I 0.1604; Br -0.0091; Cl -0.0569; O -0.3505; C -0.5991

=====

# 3
The following is a DFT calculation (ωB97M-V/def2-TZVPD) of an isolated molecule of C2HBrF2S at a distorted geometry.

Cartesian coordinates (Å):
Br -0.4717 1.9336 -1.2133
S 0.0008 -0.0514 2.0468
F 0.5661 -1.6942 0.0507
F 1.6667 0.1599 -0.0015
C -0.6196 0.2318 -0.5852
C 0.4587 -0.3644 0.2686
H -1.6011 -0.2153 -0.5661

Forces on atoms 1 to 2 (eV/Å):
Br -0.02 -0.18 -0.13
S -0.69 0.31 -3.07

## Properties
ΔE to the lowest compared entry with this formula, charge and spin, kcal per mole: 47.90
Total energy, eV: -88399.8655
Max |F|, eV Å⁻¹: 3.16
Kohn-Sham gap (spin up / spin down), eV: 6.5 / 6.5

Here are the Mulliken charges for atoms 1 to 5, given in e: Br 0.0867; S -0.1940; F -0.2191; F -0.2176; C -0.4831

=====

# 4
The following is a DFT calculation (ωB97M-V/def2-TZVPD) of an isolated molecule of C2HBrF4S at a distorted geometry.

Cartesian coordinates (Å):
Br -0.9001 1.0833 -2.9599
S -1.4870 0.8921 -0.9823
F -0.6959 -1.3274 1.2958
F -0.0878 0.6154 1.9757
F 0.4680 -1.0195 -1.1282
F 1.3123 -0.8598 1.5326
C 0.2541 0.0501 -0.3474
C 0.2338 -0.3753 1.1403
H 0.9026 0.9412 -0.5268

Forces on atoms 1 to 2 (eV/Å):
Br 0.58 0.27 -2.01
S 1.06 -1.28 3.04

## Properties
SMILES: F[C@@H](SBr)C(F)(F)F
ΔE to the lowest compared entry with this formula, charge and spin, kcal per mole: 5.62
Total energy, eV: -93837.2109
Max |F|, eV Å⁻¹: 4.80
Kohn-Sham gap, eV: 9.4

Here are the Mulliken charges for atoms 1 to 5, given in e: Br -0.0437; S -0.0382; F -0.2417; F -0.2408; F -0.2215

=====

# 5
The following is a DFT calculation (ωB97M-V/def2-TZVPD) of a cluster of 2 separate species, C2HBrN2S in total at a distorted geometry.

Cartesian coordinates (Å):
Br -3.2838 -0.7430 0.1135
S -1.1580 3.2178 -0.1587
N -1.8810 1.8050 -0.0739
N -0.3617 -0.4487 1.0167
C -2.1737 0.6777 0.1495
C 0.2328 0.3038 1.6449
H 0.6777 0.9902 2.4427

Forces on atoms 1 to 2 (eV/Å):
Br 0.12 0.25 -0.01
S 0.30 0.56 -0.02

## Properties
SMILES: [S-][N+]#CBr.C#N
ΔE to the lowest compared entry with this formula, charge and spin, kcal per mole: 58.50
Total energy, eV: -85944.5665
Max |F|, eV Å⁻¹: 3.25
Kohn-Sham gap (spin up / spin down), eV: 8.1 / 8.1

Here are the Mulliken charges for atoms 1 to 5, given in e: Br 0.0456; S -0.2341; N -0.1388; N -0.3998; C 0.3426

=====

# 6
The following is a DFT calculation (ωB97M-V/def2-TZVPD) of a structure of composition C2HCdF6NO3S2 at a distorted geometry.

Cartesian coordinates (Å):
Cd 2.1548 1.6673 1.4299
S 0.1239 -2.2565 0.0643
S 0.4460 0.5112 -0.3287
F -2.4835 -2.2853 0.5277
F -1.8534 -3.6621 -0.9856
F -1.0806 1.1148 -2.3752
F -0.0018 2.7801 -1.5422
F 1.0346 1.3185 -2.7399
F -1.3659 -4.0530 1.0865
O 1.5584 2.7529 2.8323
O 1.9641 0.4876 -0.2319
O 0.1591 1.5596 1.0345
N -0.3103 -0.8015 -0.6771
C 0.0696 1.5023 -1.8615
C -1.4860 -3.0960 0.1636
H 1.0711 2.4601 3.6032

Forces on atoms 1 to 2 (eV/Å):
Cd 2.90 -0.34 0.48
S 0.34 -0.25 0.44

## Properties
ΔE to the lowest compared entry with this formula, charge and spin, kcal per mole: 0.00
Total energy, eV: -52257.9902
Max |F|, eV Å⁻¹: 7.41
Kohn-Sham gap, eV: 8.4

Here are the Mulliken charges for atoms 1 to 5, given in e: Cd 0.9944; S -0.0719; S 1.3122; F -0.2127; F -0.2115

=====

# 7
The following is a DFT calculation (ωB97M-V/def2-TZVPD) of an isolated molecule of C2HCl2F3S at a distorted geometry.

Cartesian coordinates (Å):
Cl 0.1957 -1.5672 1.5421
Cl 0.3740 -1.4132 -1.4092
S 1.7538 0.7250 0.2815
F -0.8960 1.4056 0.9123
F -1.9256 -0.4018 0.4515
F -1.1915 0.8310 -1.1207
C 0.3859 -0.4824 0.1927
C -0.9000 0.3961 0.0976
H 2.2036 0.5070 -0.9479

Forces on atoms 1 to 2 (eV/Å):
Cl 0.70 0.02 0.18
Cl 0.42 0.30 1.21

## Properties
SMILES: FC(F)(F)C(S)(Cl)Cl
ΔE to the lowest compared entry with this formula, charge and spin, kcal per mole: 4.38
Total energy, eV: -46122.4895
Max |F|, eV Å⁻¹: 2.38
Kohn-Sham gap, eV: 10.6

Here are the Mulliken charges for atoms 1 to 5, given in e: Cl -0.1025; Cl -0.1335; S -0.1680; F -0.2143; F -0.2453

=====

# 8
The following is a DFT calculation (ωB97M-V/def2-TZVPD) of an isolated molecule of C2HCl2F4NS at a distorted geometry.

Cartesian coordinates (Å):
Cl 1.0676 -2.1582 -1.1797
Cl 0.4907 -1.8563 1.6428
S -0.8808 0.0760 -1.8197
F 0.1514 1.1982 1.6976
F -1.6099 1.3064 0.7036
F 2.0724 -0.3433 0.1465
F 0.1646 2.2696 -0.0094
N -0.1152 -0.0277 -0.2430
C 0.9057 -0.9243 0.0461
C -0.3500 1.2418 0.4882
H -1.8965 -0.7821 -1.4732

Forces on atoms 1 to 2 (eV/Å):
Cl 0.00 -0.49 -0.26
Cl 0.56 0.86 -0.87

## Properties
SMILES: FC(F)(F)N(S)C(F)(Cl)Cl
ΔE to the lowest compared entry with this formula, charge and spin, kcal per mole: 0.00
Total energy, eV: -50329.3113
Max |F|, eV Å⁻¹: 5.00
Kohn-Sham gap, eV: 10.5

Here are the Mulliken charges for atoms 1 to 5, given in e: Cl -0.1249; Cl -0.1728; S -0.1331; F -0.2747; F -0.2478